(1)
62
Properties=species:S:1:pos:R:3:forces:R:3 method="wB97M-V/def2-TZVPD" homo_lumo_gap_ha="0.228 / 0.229" charge=+1 spin_multiplicity=4 s_squared=3.81 e_tot_ha=-5652.04332 homo_ev="-10.23 / -10.32" lumo_energy_ev="-4.03 / -4.10"
Cr -0.145541 -0.056357 0.102625 1.406 0.610 -0.612
C -0.456594 3.043119 0.934532 -2.006 -1.393 1.786
N 0.267652 2.303141 -0.082375 -1.669 -0.113 -0.279
C 1.692197 2.529743 0.123182 -0.672 1.188 1.352
C 2.512676 1.501848 -0.467346 1.817 -1.198 -0.522
N 2.329469 0.121152 0.105568 -1.497 0.130 -1.341
C 2.845963 -0.832868 -0.893177 -0.795 -0.582 -1.280
C 2.847949 -0.063635 1.411820 0.446 -0.535 3.374
C 4.228788 -0.089342 1.708956 -0.940 0.285 -0.957
C 4.692756 -0.183355 2.994461 1.493 0.040 0.250
C 3.825220 -0.256409 4.073587 1.649 -0.431 1.763
C 2.485430 -0.195692 3.886037 -0.375 -0.432 -1.634
C 1.996501 -0.203207 2.566348 -0.315 1.289 -1.490
S 0.229514 -0.092637 2.404961 -0.250 -0.061 -0.055
C -0.127693 2.801024 -1.389421 0.638 -1.729 -1.499
C -0.041765 4.147887 -1.712898 -0.010 0.081 0.846
C -0.075155 4.582088 -3.019573 -0.223 0.300 0.140
C -0.194025 3.640610 -4.036742 0.557 0.877 -1.192
C -0.070166 2.310127 -3.732111 -0.752 -0.872 -0.545
C -0.212075 1.830682 -2.417641 0.875 1.438 -0.541
S -0.303117 0.106899 -2.295680 0.362 -0.753 1.098
H -0.054024 4.006249 1.195262 0.421 0.322 0.081
H -0.525095 2.350560 1.814165 0.392 1.093 -0.280
H -1.514648 3.190063 0.654415 0.521 0.053 -0.211
H 1.851448 2.565773 1.213116 0.036 -0.149 -0.215
H 1.991226 3.526315 -0.262136 -0.189 -0.466 0.101
H 3.514555 1.871665 -0.230324 0.466 -0.505 -0.432
H 2.393474 1.398006 -1.558884 -0.020 0.270 0.495
H 3.925952 -0.859035 -1.061171 0.027 0.284 0.447
H 2.372195 -0.573697 -1.872242 0.385 -0.234 0.779
H 2.497834 -1.853202 -0.679231 0.362 0.403 0.092
H 4.944406 -0.000836 0.909749 0.176 0.043 -0.247
H 5.795143 -0.137439 3.137368 -0.999 -0.251 0.061
H 4.233767 -0.429298 5.109674 -0.426 0.553 -1.220
H 1.799189 -0.161624 4.695802 -0.487 -0.177 0.516
H 0.061027 4.837119 -0.872179 0.151 0.086 -0.441
H 0.116859 5.629837 -3.220481 -0.491 -0.028 -0.140
H -0.299851 3.964308 -5.104212 0.483 -0.322 1.127
H 0.138124 1.580863 -4.533823 -0.619 0.371 0.419
Se -5.704647 -5.469542 0.081694 1.422 1.849 -0.123
N -5.740338 -3.554940 0.016002 1.552 -2.535 0.150
C -4.461008 -3.238392 0.015904 -1.003 0.357 0.175
C -4.047745 -1.824931 0.016948 1.355 -0.191 -0.754
C -4.957445 -0.779893 -0.116090 -0.098 -0.332 0.143
C -4.491423 0.504266 -0.272640 -0.796 1.288 -0.940
C -3.110006 0.735794 -0.241044 -0.766 -0.560 0.326
N -2.215273 -0.234087 -0.037194 -0.510 -0.353 -0.032
C -2.660546 -1.534866 -0.028370 -1.902 2.338 0.510
C -1.677438 -2.533192 0.027651 1.845 -2.447 0.527
N -0.369527 -2.158951 0.183332 -1.573 0.966 0.034
C 0.538986 -3.079260 0.431956 1.209 1.388 -0.144
C 0.278540 -4.404023 0.266164 0.032 -1.333 -0.566
C -1.001532 -4.841125 0.056818 -0.713 -1.340 0.417
C -2.026008 -3.904197 0.052910 -0.576 0.634 -0.266
C -3.456139 -4.281819 0.039039 0.498 -0.551 0.055
N -3.830596 -5.541252 0.082261 -1.967 1.400 -0.081
H -6.000154 -1.070938 -0.128800 -0.095 0.353 -0.045
H -5.193146 1.370608 -0.563457 1.244 -1.529 0.803
H -2.802727 1.748472 -0.395772 0.694 0.283 0.059
H 1.528027 -2.696004 0.730444 -0.557 -0.384 -0.250
H 1.065954 -5.118377 0.161887 0.550 -0.219 0.572
H -1.235364 -5.943791 0.020353 0.230 1.434 -0.165



(2)
21
Properties=species:S:1:pos:R:3:forces:R:3 method="wB97M-V/def2-TZVPD" homo_lumo_gap_ha=0.300 charge=0 spin_multiplicity=1 e_tot_ha=-526.35181 homo_ev=-7.79 de_lowest_ev=3.809 lumo_energy_ev=0.36
C 0.455748 -1.764114 -0.065460 -3.104 -2.408 1.369
C 1.182574 -0.836963 -0.513113 2.311 4.443 -3.162
C 2.228031 1.486171 -0.487686 0.516 -0.392 1.738
C -2.648700 -0.702349 -0.919827 1.370 -1.274 -2.015
C -1.553957 0.853771 1.213582 -1.333 -1.737 1.898
C 2.244058 0.050354 0.088376 -4.595 1.196 2.989
Si -1.349277 0.646554 -0.677744 -0.598 0.310 0.227
H -0.397251 -2.056758 -0.666506 0.287 -0.704 0.199
H 0.505760 -2.039417 0.949234 0.010 -0.806 1.132
H 0.884545 -0.499882 -1.515301 0.599 -0.171 -0.109
H 2.499071 2.131031 0.357719 -0.403 0.171 -0.140
H 1.291010 1.860605 -0.930180 0.691 -0.480 -0.177
H 3.138356 1.485447 -1.022406 0.466 0.742 -1.811
H -2.221413 -1.574967 -1.505521 -0.194 0.818 0.566
H -3.040304 -1.097598 -0.047005 -0.535 -0.840 2.028
H -3.509703 -0.512773 -1.513243 -0.754 0.925 -0.813
H -1.998143 1.839163 1.494458 1.068 -0.316 -0.198
H -2.341815 0.116525 1.810117 2.115 1.398 -1.673
H -0.507677 0.634805 1.617586 -1.374 0.809 0.005
H 1.930457 0.193170 1.230691 1.027 -0.816 -2.060
H 3.153280 -0.414588 0.006404 2.430 -0.869 0.010



(3)
90
Properties=species:S:1:pos:R:3:forces:R:3 method="wB97M-V/def2-TZVPD" homo_lumo_gap_ha=0.206 charge=-1 spin_multiplicity=1 e_tot_ha=-2513.08061 homo_ev=-3.63 de_lowest_ev=0.229 lumo_energy_ev=1.98
C 4.386308 -4.061456 -0.557606 -0.268 0.545 -0.173
C 4.660587 -2.875005 -1.112588 -0.302 -0.904 0.489
C 3.569749 -1.965111 -1.598450 0.959 0.984 -0.204
C 4.076877 -0.531622 -1.946624 -1.633 0.508 1.418
C 3.167880 0.097223 -3.040632 0.810 -0.915 -0.116
C 1.696424 0.135460 -2.739564 -0.029 1.195 0.033
O 1.110124 1.163377 -2.466321 -0.051 -0.265 -0.001
O 0.988483 -1.036283 -2.790907 0.485 0.088 0.078
C -0.264812 -0.917189 -2.208112 -0.956 0.027 0.168
C -0.340846 -0.717316 -0.720493 0.257 0.215 -0.134
O -1.245934 -1.019462 -2.889633 0.297 -0.232 -0.161
P 4.160560 0.487448 -0.491246 0.352 -0.829 -1.222
O 5.638050 1.226156 -0.594884 -0.490 0.200 0.000
O 3.146591 1.779929 -0.512069 0.476 0.072 0.126
S 3.982702 -0.368101 1.255473 0.051 0.075 0.341
H 5.091291 -4.883831 -0.549762 0.203 0.206 0.664
H 3.390570 -4.193279 -0.137941 -0.084 -0.532 -0.448
H 5.698094 -2.584474 -1.213580 -0.076 -0.064 -0.803
H 3.231089 -2.377168 -2.556131 0.011 -0.115 0.061
H 2.697047 -1.992659 -0.934139 0.042 -0.174 0.108
H 3.325018 -0.491397 -3.953789 -0.097 0.056 -0.006
H 3.496353 1.113195 -3.256214 -0.250 0.102 -0.114
H -0.710604 -1.620212 -0.234031 0.158 -0.136 -0.128
H 0.586274 -0.379412 -0.264274 0.068 -0.188 -0.043
H -1.084251 0.051244 -0.542875 -0.084 0.014 -0.027
H 5.670699 1.892312 0.104952 0.152 -0.020 0.050
H 3.117495 2.204471 -1.378267 -0.175 -0.088 -0.077
C -4.075664 -3.339991 -4.224181 0.071 -0.002 0.173
C -4.289632 -2.582866 -5.517778 0.260 0.124 0.177
O -4.368123 -1.177084 -5.283783 -0.146 -0.006 -0.102
H -4.885712 -3.125919 -3.528304 -0.057 -0.084 -0.070
H -4.030600 -4.417558 -4.396698 0.012 0.012 -0.012
H -3.144056 -3.024381 -3.747947 0.062 -0.051 -0.088
H -5.228008 -2.876730 -5.989096 -0.025 0.086 -0.016
H -3.475172 -2.785594 -6.222153 -0.061 -0.089 -0.049
H -3.539248 -0.906030 -4.872253 -0.010 -0.006 0.066
C -8.152446 -0.786596 -1.552640 0.100 -0.152 0.049
C -6.974010 -1.715064 -1.784269 -0.023 0.226 -0.181
O -7.083485 -2.398701 -3.029608 -0.183 -0.108 0.121
H -9.089555 -1.343370 -1.572611 -0.004 0.000 0.024
H -8.063989 -0.279666 -0.588784 0.010 0.013 -0.016
H -8.211101 -0.033626 -2.336757 0.028 0.053 0.017
H -6.927559 -2.480649 -1.010425 0.035 -0.065 -0.061
H -6.035237 -1.150923 -1.766044 0.017 -0.025 0.126
H -7.107192 -1.734114 -3.725799 0.105 0.001 -0.031
C -1.342640 3.159505 2.753892 -0.059 -0.030 0.022
C -0.212284 2.219790 2.371945 -0.054 0.225 -0.292
O -0.483660 1.554509 1.141393 -0.184 0.045 0.316
H -2.282345 2.609729 2.839093 0.015 -0.020 0.026
H -1.133839 3.652383 3.704544 0.023 0.003 -0.014
H -1.482871 3.925780 1.986651 0.046 0.036 0.025
H -0.087051 1.447626 3.127589 0.050 -0.063 -0.064
H 0.730739 2.766169 2.285885 0.040 -0.038 0.151
H -0.578359 2.225055 0.457052 0.151 -0.040 -0.065
C 8.613568 -1.987015 1.263028 0.033 -0.045 0.016
C 8.852640 -1.790450 -0.223199 -0.356 0.260 0.343
O 7.605228 -1.717178 -0.891306 0.318 -0.098 -0.303
H 8.059932 -2.912626 1.430842 0.073 -0.065 -0.054
H 9.552791 -2.031382 1.822571 -0.034 0.063 0.033
H 7.987063 -1.177602 1.645817 0.273 -0.075 0.046
H 9.416492 -2.625128 -0.642442 -0.114 -0.006 -0.157
H 9.415190 -0.867759 -0.415599 0.160 -0.070 0.090
H 7.113946 -0.968820 -0.527309 -0.107 0.028 -0.100
C -1.108653 1.641240 6.621826 -0.022 0.031 -0.067
C 0.319066 1.455563 6.140186 -0.029 0.220 0.154
O 0.802424 2.617809 5.473691 -0.028 -0.076 -0.080
H -1.764185 1.874609 5.781815 0.007 -0.051 -0.019
H -1.477330 0.740284 7.114998 0.001 0.013 0.014
H -1.173093 2.473199 7.328203 0.015 -0.047 0.057
H 0.376866 0.638772 5.422675 0.075 0.035 -0.044
H 0.979974 1.218461 6.980800 -0.027 -0.129 -0.013
H 0.773944 3.349609 6.096673 0.023 0.019 0.009
C 6.451655 1.647670 4.713828 -0.022 0.010 0.042
C 7.369389 1.454291 3.519359 -0.341 -0.187 -0.190
O 6.969925 0.345633 2.727846 0.264 0.375 0.323
H 6.439978 0.748615 5.330841 0.046 -0.007 0.004
H 6.775444 2.491812 5.326951 -0.007 0.015 0.006
H 5.426448 1.830481 4.385140 0.018 0.041 -0.021
H 8.388724 1.253064 3.849679 0.047 -0.007 -0.041
H 7.383273 2.358459 2.899134 0.093 0.106 0.090
H 6.069116 0.503812 2.411357 -0.295 -0.309 -0.193
C -11.458704 3.025591 -1.713651 -0.044 -0.061 0.008
C -10.218927 2.152874 -1.785604 -0.077 0.095 -0.265
O -10.384174 1.078294 -2.706395 -0.109 0.038 0.089
H -12.324422 2.430673 -1.420658 0.020 -0.005 0.046
H -11.328222 3.834626 -0.993172 0.002 0.011 -0.021
H -11.678921 3.464642 -2.689755 0.046 0.062 0.017
H -10.012196 1.702199 -0.816264 0.034 -0.074 -0.032
H -9.347958 2.749435 -2.077537 0.024 0.033 0.127
H -10.555038 1.457713 -3.573558 -0.007 -0.016 -0.025



(4)
15
Properties=species:S:1:pos:R:3:forces:R:3 method="wB97M-V/def2-TZVPD" homo_lumo_gap_ha="0.194 / 0.230" charge=+3 spin_multiplicity=4 s_squared=3.84 e_tot_ha=-874.74360 homo_ev="-19.46 / -19.51" lumo_energy_ev="-14.18 / -13.24"
O 0.782083 1.439033 0.238997 4.116 -0.795 1.631
C 0.150805 1.905284 -0.890455 -2.832 -2.045 -0.498
C -1.210908 1.961947 -0.821957 1.379 2.168 -0.404
Li 0.563566 3.498673 1.107403 -0.323 -0.124 -0.379
Nd 2.680775 -0.101334 0.586542 -3.186 1.108 -1.393
H 0.648391 1.795102 -1.861150 0.169 0.342 0.399
H -1.710963 2.192641 0.125635 -0.053 -0.907 -0.142
H -1.773822 2.213549 -1.719928 0.088 -0.103 0.146
C -0.072900 -1.749892 0.827083 -4.729 -5.000 0.286
C 0.750121 -1.946067 -0.280745 4.876 3.304 -0.512
O -0.945279 -2.746907 0.868651 1.279 1.089 0.145
H -0.404377 -1.245479 1.750073 1.732 1.814 -0.467
H 1.486487 -2.755189 -0.313496 -0.890 -0.778 0.579
H 0.485256 -1.748549 -1.320694 -0.620 0.437 0.232
H -1.429229 -2.712819 1.704038 -1.006 -0.509 0.376



(5)
8
Properties=species:S:1:pos:R:3:forces:R:3 method="wB97M-V/def2-TZVPD" homo_lumo_gap_ha=0.329 charge=0 spin_multiplicity=1 e_tot_ha=-750.93075 homo_ev=-9.06 de_lowest_ev=1.735 lumo_energy_ev=-0.09
N -0.138312 1.524312 0.474852 -0.071 1.591 -2.698
N -0.772045 -1.285816 -0.455374 1.571 3.015 0.085
P 0.379575 0.635402 -0.907966 -1.744 -2.237 0.646
I 2.510023 -0.258919 -0.032939 -0.227 0.258 -0.048
H -1.043471 2.026953 0.455228 0.844 -0.320 -0.670
H -0.256093 0.821246 1.097722 -0.346 -2.288 3.307
H -0.396294 -2.003939 -1.067366 0.224 0.069 -0.304
H -0.283384 -1.459240 0.435843 -0.251 -0.088 -0.319